[1]
The following is a DFT calculation (the ωB97M-V functional and the def2-TZVPD basis) of C8H16O32Rb3S8Y as an isolated structure.

```
68
Properties=species:S:1:pos:R:3:forces:R:3
Y -0.1917 33.3531 -30.4844 -1.40 2.81 -1.23
Rb -1.0840 32.3209 -25.5492 0.11 0.48 -0.85
Rb -1.7651 30.3003 -32.5755 0.06 1.38 0.29
Rb 1.8605 29.1977 -31.4009 -0.10 0.89 0.16
S 0.0037 24.7510 -27.8092 0.97 1.22 -2.20
S -1.9487 34.5747 -32.5902 -1.25 1.24 0.61
S -0.6255 30.7109 -29.2443 0.12 2.32 0.33
S -6.1384 31.3909 -28.4382 0.29 0.87 -0.80
S -0.7509 35.1970 -28.2579 1.35 -0.06 -0.96
S 1.9230 32.6259 -32.3605 0.02 0.60 -2.04
S -4.4995 26.2331 -26.9571 0.09 1.76 0.78
S 1.5196 28.4843 -25.0509 0.72 0.49 -1.15
O 1.3485 25.2352 -27.6079 -1.35 -0.78 0.50
O -0.6614 29.4276 -29.9349 0.66 -1.93 -0.11
O -0.8857 26.0531 -28.2651 -0.35 -1.32 0.78
O -1.6830 34.7001 -34.0052 0.32 -0.26 -0.64
O -3.9477 24.9103 -26.9490 0.37 0.77 -0.64
O -1.4455 31.6490 -29.9641 -5.37 -0.81 -1.25
O 0.5703 32.0384 -32.1955 -1.94 -2.87 -1.99
O -0.9925 30.6540 -27.8355 0.11 -1.11 0.82
O -0.8878 35.1516 -31.7267 1.14 0.59 -0.04
O -0.6598 34.8315 -26.8309 -0.28 -0.32 1.02
O 0.0302 24.0551 -29.3102 0.69 0.00 1.23
O 1.7475 33.6517 -31.3372 3.33 2.08 0.94
O -3.6474 27.4273 -27.7021 -0.84 -2.56 0.14
O -7.5713 31.3708 -28.6708 1.90 -0.10 0.63
O -0.6851 23.8975 -26.9030 0.39 0.75 -0.31
O 1.7651 30.0744 -25.2802 0.03 -0.95 0.62
O -1.9287 33.1470 -32.1308 -0.45 -2.01 -0.04
O -4.1962 26.8583 -25.4765 -1.76 -0.55 0.11
O 0.1567 28.1846 -25.3894 0.69 0.09 0.63
O -1.6245 34.2211 -28.9616 -2.56 -0.49 0.70
O -5.4139 31.7984 -29.8065 -1.13 -1.17 0.91
O 0.5960 31.4949 -29.4558 4.46 -2.30 1.92
O 2.4511 28.0791 -26.3583 -0.74 -1.28 2.62
O -5.7166 32.7668 -27.6807 -1.30 -0.48 -0.22
O -5.4921 30.2422 -27.8226 -0.77 1.43 -0.52
O 2.8494 31.5549 -32.0314 1.80 -1.32 0.97
O -3.2306 35.1679 -32.2151 -0.55 -0.07 -0.15
O 2.0903 28.0428 -23.8012 -0.52 0.54 -1.80
O 2.2648 33.1526 -33.6748 -0.57 -0.20 0.62
O -5.8598 26.3947 -27.3579 0.67 -0.09 0.48
O 0.5368 34.8159 -28.9414 1.25 0.80 0.82
O -1.0996 36.5785 -28.4814 -0.22 -0.12 0.50
C -0.9155 26.1550 -29.6887 0.83 0.56 -0.33
C -2.8581 28.1330 -26.7551 0.69 2.09 -0.22
C -2.8629 27.3599 -25.4521 0.59 -1.20 -1.88
C 2.3490 30.3534 -26.5959 0.00 0.93 0.14
C -0.7678 24.7654 -30.2254 -1.35 -0.38 -0.10
C -4.4685 33.3000 -28.2064 0.57 -0.96 0.39
C -4.3063 32.7055 -29.6027 0.73 -0.15 -0.48
C 2.2066 29.0314 -27.3419 -0.26 1.16 -1.60
H -1.7912 26.6463 -30.1070 -0.26 0.09 0.75
H -1.7279 24.2382 -30.2418 -0.06 0.22 -0.28
H -4.3556 33.3614 -30.4702 0.20 0.48 0.34
H 1.8280 31.2502 -26.9293 -0.39 -0.54 -0.72
H -3.3735 32.1469 -29.6357 -0.13 0.12 -0.18
H -3.3449 29.1048 -26.6158 -0.21 -0.13 0.07
H -3.7542 32.8630 -27.5082 0.55 0.29 -0.37
H 3.3797 30.6988 -26.4909 0.12 -0.56 0.40
H -2.6162 27.9386 -24.5712 -0.36 -0.04 0.07
H -4.3582 34.3805 -28.1828 -0.67 0.01 0.12
H -0.0517 26.7545 -29.9671 0.10 0.19 -0.07
H 2.9390 28.8251 -28.1260 0.20 0.49 0.25
H -0.3582 24.8189 -31.2344 0.34 -0.40 0.17
H 1.2261 28.9545 -27.8302 -0.12 -0.17 0.49
H -1.9249 28.3879 -27.2569 0.29 -0.44 0.45
H -2.2494 26.4562 -25.5616 0.50 0.40 0.44
```
Forces are in eV/Å.

Summary:
**Gap between HOMO and LUMO**: 4.14 eV
**Charge**: -2

Mulliken population analysis, charges in e, atoms 1 to 4: Y 1.333; Rb 1.046; Rb 0.946; Rb 0.957

[2]
The following is a DFT calculation (the ωB97M-V functional and the def2-TZVPD basis) of C12H28BN2O2P2Zr as an isolated structure.

```
48
Properties=species:S:1:pos:R:3:forces:R:3
Zr -0.1601 0.0492 0.4897 -1.54 3.28 2.85
P -1.6088 -1.7045 0.4344 -4.93 -7.02 -0.63
P 1.6301 1.4447 0.1701 6.92 4.49 -1.36
O 0.1427 3.4082 -2.8751 -0.82 -0.44 0.29
O -1.6837 3.2742 -0.8544 0.19 -0.62 1.06
N -0.7788 0.2393 2.3821 -3.46 1.62 8.72
N 0.7410 -0.9810 -1.1823 1.07 -1.37 -1.67
C -2.1207 -2.5831 1.9649 0.11 0.04 0.10
C -1.1689 0.3591 3.5751 1.72 -0.44 -5.27
C 1.7836 -2.2582 -3.4326 -0.16 0.24 0.39
C 1.9573 1.1077 -1.6323 -0.24 0.23 -0.10
C 1.6310 -0.3218 -1.9822 -0.02 -0.67 -0.47
C 0.8673 -2.9173 -2.6037 -0.08 0.21 0.25
C 1.5220 3.2703 0.3128 -0.27 0.05 0.01
C 3.2056 1.0286 1.0305 0.05 -0.16 0.06
C 0.3709 -2.2628 -1.4694 0.44 -0.08 -0.63
C -0.5426 -2.9466 -0.4776 0.10 -0.14 0.17
C 2.1753 -0.9546 -3.1102 -0.19 0.08 0.23
C -3.1596 -1.6055 -0.5561 0.01 0.14 -0.17
B -1.6639 0.5112 5.0890 0.18 -0.20 -0.82
H 1.2565 1.7998 -2.1612 0.35 -0.31 0.10
H 4.0497 1.6376 0.6612 -0.43 -0.22 0.09
H 2.9807 1.3717 -1.9538 -0.40 -0.08 0.28
H -1.1142 -3.7638 -0.9512 0.16 0.40 0.21
H -2.7621 -1.8982 2.5449 0.22 -0.29 -0.22
H 3.0706 1.1990 2.1118 0.05 -0.09 -0.43
H 2.4110 3.7725 -0.1045 -0.36 -0.29 0.16
H -3.8377 -0.8868 -0.0659 0.25 -0.28 -0.20
H 3.4122 -0.0426 0.8750 -0.02 0.40 0.11
H -1.4480 -0.5005 5.6793 0.27 -0.47 -0.14
H -1.7611 3.6227 0.0526 -0.16 0.14 -0.58
H -2.9050 -1.2099 -1.5528 -0.18 -0.15 0.34
H -3.6628 -2.5842 -0.6502 0.30 0.40 0.10
H -1.0790 1.4086 5.6095 0.39 0.36 -0.19
H -1.4705 2.3051 -0.6982 -0.44 0.76 -0.45
H -0.5117 3.5269 -2.1346 0.50 0.10 -0.68
H 0.5483 -3.9413 -2.8189 0.12 0.43 0.09
H 1.4152 3.5159 1.3829 0.10 -0.06 -0.40
H -1.2171 -2.7907 2.5599 -0.36 0.05 -0.18
H 2.8887 -0.4106 -3.7358 -0.28 -0.22 0.26
H -1.1132 0.9060 -0.6316 -2.13 1.76 -2.65
H -2.6693 -3.5175 1.7535 0.26 0.43 -0.01
H 0.6140 3.5929 -0.2176 0.43 0.05 0.17
H 2.1897 -2.7570 -4.3183 -0.16 0.21 0.37
H 0.7132 -0.8210 1.6260 2.65 -2.88 1.38
H 0.0893 -3.3905 0.3172 -0.21 0.11 -0.33
H -0.3939 2.9618 -3.5541 0.33 0.39 0.19
H -2.8332 0.7370 5.1025 -0.37 0.11 -0.40
```
Forces are in eV/Å.

Summary:
**Gap between HOMO and LUMO**: 6.64 eV
**Charge**: +1

Mulliken population analysis, charges in e, atoms 1 to 4: Zr -0.301; P 1.279; P 0.885; O -0.709

[3]
The following is a DFT calculation (the ωB97M-V functional and the def2-TZVPD basis) of C6H12CdO4 as an isolated structure.

```
23
Properties=species:S:1:pos:R:3:forces:R:3
Cd -0.2109 -2.4976 0.3479 0.98 -3.78 -0.39
O 2.0325 2.4900 -2.0457 1.07 -5.45 6.81
O 0.5503 -2.7264 2.0974 1.19 -0.64 2.23
O 0.2864 -1.0330 -0.9337 -2.82 0.38 -1.73
O -1.5536 -1.1889 1.3610 -1.79 1.14 0.12
C -1.1594 -1.1682 -1.0010 2.57 3.33 -1.28
C -1.7737 -0.4026 0.1397 -0.66 0.30 1.21
C -0.7376 -0.6962 2.4152 0.37 0.62 0.48
C -0.0773 -1.9272 3.0458 -0.40 0.07 0.46
C 1.7781 3.1458 -3.0488 -2.08 3.18 -5.90
C 1.2659 1.0404 -1.6133 1.99 3.93 -1.94
H 2.1712 0.4266 -1.6388 -0.77 -0.07 0.48
H 0.6117 0.9047 -2.4816 -0.06 -0.23 0.68
H -1.5789 -0.8414 -1.9696 0.10 -0.91 0.15
H -1.3068 0.5869 0.3190 -0.17 -0.41 -0.44
H -2.8604 -0.2757 0.0166 0.35 -0.06 0.05
H 2.2318 4.1420 -3.1447 -0.29 -0.43 0.04
H -1.3331 -0.1322 3.1530 0.10 -0.21 -0.25
H 0.6303 -1.5611 3.8170 -0.10 -0.17 -0.35
H 0.0351 -0.0244 2.0014 -0.17 -0.18 0.05
H -0.8681 -2.4871 3.5907 0.24 0.13 -0.17
H 0.8607 1.4175 -0.6690 0.04 -0.84 -0.41
H 1.0057 2.8078 -3.7584 0.32 0.30 0.11
```
Forces are in eV/Å.

Summary:
**Gap between HOMO and LUMO (spin up / spin down)**: 8.76 / 3.76 eV
**Energy relative to the best compared isomer or geometry (same formula, charge and spin)**: 1.849 eV

Mulliken population analysis, charges in e, atoms 1 to 4: Cd 0.795; O -0.391; O -0.867; O -0.644

[4]
The following is a DFT calculation (the ωB97M-V functional and the def2-TZVPD basis) of C40H65GeHgIN6OS2Si as an isolated structure.

```
118
Properties=species:S:1:pos:R:3:forces:R:3
Hg 0.8337 0.8410 0.3439 0.46 0.16 -0.62
I 2.3124 1.9562 -2.9450 -0.07 -0.12 0.14
Ge 1.8460 -1.9139 1.4268 0.50 -0.89 -0.18
S -0.0470 3.7938 -0.4771 0.22 0.35 0.15
S -0.9494 -2.0407 1.1483 -0.10 0.02 0.23
Si -2.8218 -4.3924 -0.2029 -0.09 -0.03 0.03
O -1.3828 1.1205 0.7670 -0.19 -0.04 -0.37
N 2.8856 2.1094 1.8887 -0.14 0.16 0.17
N -0.4732 -1.1458 -1.2891 0.07 0.10 -0.03
N -0.8842 1.2186 3.0355 -0.43 -0.01 -0.01
N 0.4035 1.3164 2.6723 0.49 0.02 -0.19
N -1.3634 4.8198 -2.4856 -0.19 -0.01 -0.07
N -1.6164 2.4995 -2.1205 -0.01 -0.02 -0.17
C -2.2312 1.5371 -4.3298 -0.16 -0.03 0.05
C -3.6366 1.8168 3.4435 0.00 -0.04 -0.01
C -4.0414 0.4850 1.4816 -0.02 -0.01 -0.08
C -3.3605 1.3369 -5.3385 0.07 0.09 -0.01
C -1.8257 -5.4182 1.0247 -0.07 0.14 -0.06
C 1.8670 -3.3817 4.1412 0.08 -0.05 -0.17
C 5.9762 -3.9964 -0.2930 -0.10 0.04 0.12
C -0.0519 5.9878 -5.2137 0.07 0.04 0.18
C 1.0801 5.4712 -4.3272 -0.05 0.02 -0.15
C -5.4006 0.4909 1.7568 0.01 0.02 0.01
C -0.5197 -1.1959 -2.6176 0.04 -0.09 -0.02
C -1.0877 -2.1019 -0.5710 -0.06 0.01 -0.15
C -2.7067 2.1797 -3.0258 0.11 0.03 -0.12
C 5.2185 2.3900 2.3151 -0.01 -0.03 0.11
C -4.2447 -3.4735 0.6269 0.13 -0.10 0.06
C -1.7019 1.1668 1.9731 0.26 -0.09 0.60
C -3.8814 2.6327 -5.9588 -0.02 -0.11 0.05
C -5.8802 1.1789 2.8630 -0.06 -0.02 0.04
C 4.6694 -1.9459 0.4159 -0.05 -0.09 0.10
C 2.3634 0.6692 -1.2165 -0.22 -0.15 0.43
C 2.6930 1.7010 3.1500 0.41 0.04 -0.24
C -1.1986 -2.1676 -3.3240 -0.04 -0.02 -0.06
C 3.3195 -3.4198 4.6088 -0.13 0.10 0.16
C 3.4383 -3.3869 6.1309 0.03 0.03 -0.13
C 0.9965 1.3357 5.0455 -0.05 0.05 -0.11
C -1.9607 5.0315 -3.7943 -0.02 0.10 0.03
C 3.8155 -1.2883 1.4965 -0.30 0.07 0.00
C -1.0880 3.6884 -1.7951 0.08 -0.19 0.21
C 5.0362 1.9497 3.6176 0.08 0.04 -0.14
C 1.3147 1.4164 3.5789 -0.58 0.01 0.03
C -1.8315 -3.1410 -1.2035 0.02 -0.05 0.06
C 1.6969 -3.5385 2.6266 -0.06 0.38 0.13
C -4.9977 1.8387 3.7089 -0.01 -0.04 -0.03
C 4.1018 2.4501 1.4945 0.04 0.02 -0.06
C -1.8669 -3.1442 -2.5882 0.00 -0.05 0.04
C -1.3572 6.2642 -4.4661 0.06 -0.15 -0.14
C 3.7664 1.6072 4.0418 -0.16 -0.10 0.10
C 4.9750 -3.4139 0.7016 0.06 0.09 -0.17
C -3.5611 -5.6378 -1.4288 0.01 0.12 0.03
C -3.1560 1.1524 2.3196 0.02 0.03 -0.06
H -3.2818 3.0808 -3.2245 -0.06 -0.04 0.07
H -0.9128 5.6182 -2.0702 0.04 -0.02 0.02
H 0.6981 -3.9177 2.4106 0.02 -0.01 -0.06
H 2.0084 5.4071 -4.8971 0.02 -0.01 0.03
H 0.8694 4.4777 -3.9308 0.00 0.06 0.05
H 3.7917 -4.3278 4.2208 0.04 0.02 -0.03
H -5.3756 2.3685 4.5748 0.02 0.01 0.01
H 3.8620 -2.5695 4.1900 0.04 -0.06 -0.04
H -3.0443 5.1699 -3.7055 0.02 -0.05 -0.02
H -3.3722 1.4838 -2.5093 -0.01 0.02 0.03
H -4.1873 0.8092 -4.8530 0.02 -0.06 -0.03
H 5.5865 -3.9252 -1.3106 0.03 -0.02 -0.02
H -2.9961 0.6889 -6.1392 -0.05 -0.05 0.02
H -1.7836 4.1628 -4.4290 -0.02 0.02 0.02
H 1.4507 2.1637 5.5934 0.02 -0.03 0.03
H 1.4058 -2.4452 4.4749 -0.05 -0.03 0.07
H 6.1893 -5.0459 -0.0803 0.02 0.00 -0.04
H -1.7931 0.5678 -4.0893 0.05 0.05 0.00
H 4.1848 2.8020 0.4697 0.00 -0.06 -0.01
H -0.8733 -5.7243 0.5853 0.00 0.00 -0.01
H 4.4809 -3.4303 6.4528 -0.01 -0.01 0.03
H -4.3545 3.2777 -5.2158 0.02 0.03 -0.02
H -3.8389 -2.7069 1.2897 0.00 0.00 0.00
H -2.0904 6.6579 -5.1745 -0.02 0.02 0.02
H 3.8389 -0.2037 1.3837 -0.03 -0.06 0.00
H 5.6186 -1.4034 0.3042 0.01 -0.01 -0.01
H 1.9030 -2.7109 0.0669 -0.09 0.29 -0.04
H 2.3260 -0.3370 -1.6264 -0.06 0.02 -0.01
H -6.9438 1.1948 3.0707 0.01 0.00 0.01
H -4.1429 -6.3858 -0.8842 0.00 0.01 0.02
H -2.9282 2.3113 4.0935 0.00 0.03 0.00
H -1.2975 1.7520 -1.5176 -0.10 0.00 0.10
H -2.7819 -6.1674 -1.9832 0.02 0.00 0.02
H -4.2293 -5.1697 -2.1560 0.01 0.02 0.01
H -2.4091 -3.9280 -3.1078 -0.02 0.04 -0.02
H 1.2508 6.1365 -3.4784 0.03 -0.02 0.03
H -4.8766 -4.1373 1.2228 0.01 -0.03 -0.02
H -3.0701 3.1932 -6.4289 0.00 0.01 -0.01
H 4.1528 -1.8818 -0.5483 0.07 0.05 -0.03
H 3.3549 0.8311 -0.8005 -0.03 0.03 0.00
H -2.3705 -6.3183 1.3243 -0.04 0.01 -0.07
H -3.6457 -0.0464 0.6244 0.03 0.02 0.01
H 6.9167 -3.4415 -0.2554 0.02 -0.03 -0.03
H 1.3337 -4.1946 4.6502 -0.03 0.05 0.05
H -6.0891 -0.0394 1.1102 0.02 -0.01 -0.01
H 4.2123 -1.5170 2.4893 0.02 0.06 -0.01
H 0.2625 6.9146 -5.7020 0.01 -0.03 -0.05
H 2.9064 -4.2293 6.5786 0.01 0.01 0.03
H -1.6033 -4.8311 1.9132 0.02 0.01 0.02
H 6.1951 2.6746 1.9481 -0.02 0.02 -0.03
H 5.3656 -3.5064 1.7206 -0.03 -0.03 0.02
H -0.0835 1.3684 5.1587 0.02 -0.01 0.05
H 1.3552 0.3956 5.4752 0.05 0.01 -0.01
H -1.2077 -2.1581 -4.4066 0.01 -0.03 0.00
H 0.0258 -0.4169 -3.1460 0.03 0.05 0.07
H 3.0019 -2.4671 6.5273 -0.01 -0.01 0.04
H 4.0423 -3.9810 0.6575 0.00 -0.03 0.08
H -4.8775 -2.9778 -0.1137 0.02 -0.03 -0.05
H 3.5989 1.2550 5.0508 0.02 0.02 0.00
H -4.6262 2.4122 -6.7249 -0.01 0.07 -0.01
H -1.1975 7.0452 -3.7148 -0.04 0.02 0.01
H -1.4334 2.1448 -4.7675 0.02 -0.02 -0.01
H 2.4108 -4.2747 2.2438 0.03 0.00 0.01
H 5.8822 1.8819 4.2904 -0.03 -0.04 0.04
H -0.2475 5.2609 -6.0084 -0.02 0.03 -0.04
```
Forces are in eV/Å.

Summary:
**Gap between HOMO and LUMO (spin up / spin down)**: 5.42 / 6.75 eV
**Spin multiplicity**: 2
**Charge**: -1
**Energy relative to the best compared isomer or geometry (same formula, charge and spin)**: 2.515 eV

Mulliken population analysis, charges in e, atoms 1 to 4: Hg 1.753; I -0.091; Ge 0.683; S -0.383

[5]
The following is a DFT calculation (the ωB97M-V functional and the def2-TZVPD basis) of a 2-piece molecular cluster, C10H9ClNO3 overall.

```
24
Properties=species:S:1:pos:R:3:forces:R:3
Cl -4.7539 -1.5265 -0.5595 0.14 -1.06 -0.33
O -6.2580 0.6312 -1.1593 -2.15 0.37 -3.05
O -5.1105 0.7682 0.7226 1.53 0.99 3.05
O 3.1782 -1.0806 0.7179 0.48 1.81 -0.40
N 3.6788 0.5995 -1.0077 0.98 -0.28 2.39
C 3.9055 0.1381 0.4822 -0.78 1.13 -0.40
C -1.4680 0.4489 0.7450 1.57 1.52 -1.65
C -5.5490 0.3702 -0.2803 0.34 -0.37 0.31
C 0.7253 1.0309 0.1100 1.53 -2.13 1.08
C -1.5291 -0.8186 0.1625 0.63 1.15 0.90
C 2.6306 -0.0102 -1.2918 -2.38 -1.03 -0.29
C -0.4475 1.4893 0.6061 -1.00 -0.91 -0.59
C 2.0976 -1.0313 -0.2156 1.41 0.16 -1.78
C 0.7791 -0.4417 0.0778 0.95 0.05 -1.36
C -0.2671 -1.3458 -0.1718 -0.14 1.61 1.59
H 3.4309 1.0251 1.0220 0.48 -1.11 -0.39
H 1.7595 0.3860 -1.9259 2.01 -0.85 -0.32
H -0.0676 -2.4137 -0.3421 -0.15 0.68 -0.17
H 1.9744 -2.0643 -0.5612 0.11 0.27 -0.17
H -2.2372 0.8280 1.2700 -3.42 0.79 1.17
H -0.5970 2.5929 0.7086 -0.37 -1.29 0.44
H -2.5119 -1.2814 0.0876 0.33 -0.25 0.13
H 1.7028 1.6204 -0.0427 -2.03 -0.81 0.31
H 4.9342 0.0855 0.8454 -0.04 -0.44 -0.48
```
Forces are in eV/Å.

Summary:
**Gap between HOMO and LUMO**: 8.21 eV
**Charge**: -1
**Energy relative to the best compared isomer or geometry (same formula, charge and spin)**: 0.926 eV

Mulliken population analysis, charges in e, atoms 1 to 4: Cl -0.583; O -0.504; O -0.498; O -0.473

Number 1: largest force on an atom 5.57 eV Å⁻¹. Number 2: largest force on an atom 9.52 eV Å⁻¹. Number 3: largest force on an atom 8.78 eV Å⁻¹. Number 4: largest force on an atom 1.03 eV Å⁻¹. Number 5: largest force on an atom 3.76 eV Å⁻¹.